Here is 2 unconnected molecules or ions with the total composition C7H10N2O3 from OMol25. Energies are from ωB97M-V/def2-TZVPD.

```
! RIJCOSX wB97M-V def2-TZVPD def2/J DEFGRID3
* xyz 0 1
C -2.66150 0.18585 -1.34702
C -3.42484 -0.90080 -1.15042
C -2.83985 -0.26708 0.92642
C -2.31709 0.65396 -0.01641
C -0.13090 -0.76415 0.98397
C 2.13702 -0.67221 0.59042
C 0.63106 0.14523 -1.21196
N -1.45876 1.58637 0.29512
N 0.79988 -0.42697 0.13122
O -1.13984 -1.07577 1.51270
O -3.69101 -1.02995 0.15402
O -1.35937 2.00217 1.67849
H -2.25928 0.37760 -2.29937
H -3.95452 -1.45723 -1.94160
H -3.10924 -0.10661 2.04507
H 2.68116 0.41271 0.70709
H 2.09788 -0.99772 1.67525
H 2.75384 -1.19227 -0.07614
H 1.62464 0.37584 -1.56932
H 0.01796 -0.52639 -1.74178
H 0.16485 1.08796 -1.11873
H -1.03343 2.90106 1.69246
*
```

Calculated total energy in eV: -16535.9431
Max |F| in eV/A: 5.36
E_HOMO (alpha / beta) in hartree: -0.2324 / -0.2414
Relative energy (zero: lowest compared OMol25 entry of this formula, charge and spin) in kJ/mol: 821.1
Kohn-Sham gap (alpha / beta) in eV: 6.75 / 7.18


Here is a single C40H35BO5 molecule from OMol25. Energies are from ωB97M-V/def2-TZVPD.

```
! RIJCOSX wB97M-V def2-TZVPD def2/J DEFGRID3
* xyz 0 1
C -3.83029 -3.81699 1.57415
C -3.01030 -2.65210 1.20110
C -2.27884 -1.85790 2.05612
C -1.83731 -0.72072 1.39670
C -2.20078 -0.89919 -0.03420
B 2.72496 -0.07239 1.61910
C 2.59960 0.11467 3.11675
C 1.55601 0.63679 3.87681
C 1.91210 0.46133 5.24601
C 3.15605 -0.13222 5.25680
C 4.02403 -0.45547 6.37445
O 3.59155 -0.37028 3.98037
C 2.79332 -1.56016 1.28587
C 1.76094 -2.49682 1.24838
C 2.31912 -3.72232 0.80260
C 3.66792 -3.49722 0.64875
C 4.71737 -4.39843 0.21843
O 3.98932 -2.18345 0.93145
C -3.04701 -0.11254 -0.96702
C -3.89031 -0.36652 -2.06589
C -4.79415 0.73631 -2.05347
C -4.46210 1.55331 -0.98907
C -4.90328 2.82109 -0.44480
O -3.40103 1.03907 -0.35830
O -2.85874 -2.18997 -0.07491
H -3.87772 -3.82516 2.66947
H -4.86956 -3.75125 1.23070
H -3.41465 -4.80601 1.32357
H -2.14302 -2.08252 3.10256
H -1.15211 0.05313 1.75815
H 0.63503 1.07450 3.50565
H 1.32636 0.73877 6.11617
H 4.71465 0.37992 6.56068
H 3.36674 -0.53445 7.24895
H 4.57975 -1.38751 6.21352
H 0.70528 -2.33685 1.46173
H 1.80546 -4.67566 0.64164
H 4.29695 -5.41227 0.19528
H 5.05134 -4.14350 -0.79172
H 5.57755 -4.36577 0.89756
H -3.76636 -1.23441 -2.70689
H -5.61063 0.89471 -2.75517
H -4.85520 3.58428 -1.23686
H -5.92704 2.68333 -0.08253
H -4.29010 3.14835 0.40567
C -2.55390 5.53249 -3.42897
O -2.15041 4.23816 -3.92481
C -1.44748 3.36024 -3.17177
C -1.14681 2.13237 -3.77739
C -1.02022 1.00431 -2.98292
C -1.13953 1.05781 -1.58459
C -1.30750 -0.29471 -0.88482
C 2.06568 0.91332 0.60876
C 1.87635 0.57149 -0.80819
C 2.71182 1.38559 -1.60975
C 3.18969 2.64331 -1.19904
C 2.70182 3.18927 0.00922
C 2.07604 2.32879 0.90842
C 1.22452 -0.59262 -1.46904
C -0.12838 -1.11492 -1.23079
C -0.31866 -2.47791 -1.52361
C 0.39161 -3.06451 -2.56909
C 1.50500 -2.40614 -3.08144
C 1.96706 -1.25032 -2.45878
C -1.08361 2.34620 -1.02184
C -1.20254 3.49357 -1.79572
H -3.29791 5.88697 -4.14373
H -2.98697 5.48485 -2.42047
H -1.70159 6.22027 -3.44881
H -1.19789 2.06615 -4.83811
H -0.76675 0.07756 -3.47596
H 3.02881 1.00251 -2.58739
H 3.91022 3.18407 -1.84421
H 2.84595 4.25621 0.22364
H 1.65254 2.70187 1.85752
H -1.09377 -3.02534 -0.99534
H 0.04738 -4.02007 -2.95319
H 2.06822 -2.79601 -3.92345
H 2.94432 -0.86918 -2.75359
H -0.86007 2.49811 0.03696
H -1.25390 4.47674 -1.34204
*
```

Calculated total energy in eV: -52949.8140
Max |F| in eV/A: 7.40
E_HOMO in hartree: -0.2105
Relative energy (zero: lowest compared OMol25 entry of this formula, charge and spin) in kJ/mol: 785.9
Kohn-Sham gap in eV: 4.79


Here is 7 unconnected molecules or ions with the total composition C25H49NO22 from OMol25. Energies are from ωB97M-V/def2-TZVPD.

```
! RIJCOSX wB97M-V def2-TZVPD def2/J DEFGRID3
* xyz 0 1
C -5.50978 2.39373 2.02934
C -4.05724 2.31484 2.38859
O -3.15011 2.43763 1.60835
O -3.86750 2.12753 3.72703
C -2.96280 1.06856 4.08268
C -1.48034 1.41095 3.92051
C -0.67404 0.21779 3.41137
C 0.83611 0.48513 3.41056
N 1.30583 0.71411 2.03244
C 2.46606 1.41889 1.82669
O 2.62606 2.29095 1.01266
O 3.47382 0.94759 2.63316
H -5.89566 3.35280 2.38275
H -6.07712 1.59582 2.50271
H -5.61150 2.36203 0.94765
H -3.18510 0.85864 5.12817
H -3.22530 0.16924 3.51539
H -1.36821 2.26018 3.24919
H -1.07278 1.71505 4.88952
H -0.87677 -0.65167 4.04060
H -0.98626 -0.01499 2.38949
H 1.37511 -0.36182 3.83276
H 1.05421 1.36326 4.02742
H 0.58579 1.12104 1.44704
H 3.82773 1.68366 3.14725
C 5.67279 -2.08523 1.59143
O 7.06662 -2.38454 1.75206
C 7.49021 -2.41318 3.01151
O 6.81241 -2.22964 3.98917
O 8.79561 -2.68015 3.00755
C 9.39171 -2.73755 4.30938
H 5.49399 -2.10764 0.52102
H 5.06281 -2.83547 2.09118
H 5.44592 -1.09588 1.98587
H 8.92942 -3.52164 4.90564
H 9.28545 -1.78203 4.81892
H 10.43999 -2.96021 4.13823
C -5.12595 2.25622 -2.51540
O -6.22253 2.23423 -3.43425
C -7.05415 1.20650 -3.26587
O -6.95078 0.34962 -2.42587
O -8.01647 1.29140 -4.18032
C -8.98893 0.24070 -4.11680
H -4.54719 3.14045 -2.76247
H -5.48713 2.32053 -1.49123
H -4.51165 1.36497 -2.62728
H -9.49675 0.24628 -3.15447
H -8.51789 -0.72743 -4.27356
H -9.69690 0.44208 -4.91423
C 1.22290 2.27361 -1.75791
O 1.50909 2.64676 -3.11452
C 1.43547 3.95188 -3.35215
O 1.14134 4.80492 -2.55586
O 1.74021 4.16212 -4.63570
C 1.69994 5.53672 -5.02846
H 1.31705 1.19148 -1.73175
H 1.92508 2.72058 -1.06201
H 0.20684 2.56583 -1.49473
H 2.41453 6.12100 -4.45172
H 0.70160 5.94678 -4.88718
H 1.96644 5.54664 -6.08083
C 3.87580 -1.28650 4.86945
O 2.90395 -2.27004 5.26368
C 2.83193 -2.47765 6.57432
O 3.47644 -1.91390 7.41996
O 1.91180 -3.41885 6.80055
C 1.73435 -3.74437 8.18254
H 3.80976 -1.22458 3.78862
H 3.62617 -0.32216 5.31023
H 4.87581 -1.59018 5.16615
H 1.41124 -2.86979 8.74420
H 2.66112 -4.12390 8.60849
H 0.96705 -4.51197 8.20460
C -11.45101 -0.60918 -8.55296
O -12.17470 -1.84107 -8.45730
C -12.22581 -2.35418 -7.23022
O -11.72876 -1.87318 -6.24415
O -12.91919 -3.48910 -7.27752
C -13.05239 -4.15233 -6.01523
H -11.49961 -0.32456 -9.59905
H -11.91392 0.15481 -7.93129
H -10.41593 -0.74957 -8.24723
H -13.57270 -3.51546 -5.30258
H -12.07443 -4.41773 -5.61853
H -13.63338 -5.04636 -6.21749
C 9.30590 -2.16699 -0.33197
O 9.90051 -1.96546 -1.62321
C 10.21106 -0.70108 -1.88998
O 10.04209 0.24032 -1.15848
O 10.74495 -0.64722 -3.11161
C 11.12419 0.66801 -3.52840
H 9.10790 -3.23101 -0.25745
H 9.99154 -1.85839 0.45418
H 8.37929 -1.60551 -0.24871
H 11.87428 1.08114 -2.85664
H 10.25820 1.32679 -3.55170
H 11.53522 0.54951 -4.52607
*
```

Calculated total energy in eV: -73255.4009
Max |F| in eV/A: 0.71
E_HOMO in hartree: -0.3736
Relative energy (zero: lowest compared OMol25 entry of this formula, charge and spin) in kJ/mol: 0.0
Kohn-Sham gap in eV: 10.64


Here is a single C24H26N2O3S2 molecule from OMol25. Energies are from ωB97M-V/def2-TZVPD.

```
! RIJCOSX wB97M-V def2-TZVPD def2/J DEFGRID3
* xyz 0 1
C -0.64224 -4.48771 0.48836
C 0.09195 -3.29326 1.01848
C -0.50108 -2.47369 1.97255
C 0.15633 -1.35319 2.44565
C 1.41583 -1.03217 1.96842
C 2.02498 -1.84153 1.01894
C 3.36888 -1.47934 0.47302
S 3.16532 -0.84550 -1.24296
C 4.76291 -0.00433 -1.52323
C 4.90650 1.30625 -0.73639
N 3.66728 2.03935 -0.70400
C 2.87454 1.97194 0.40172
O 3.33520 1.67409 1.49102
C 1.42311 2.23535 0.21979
C 0.64172 2.28018 1.37638
C -0.73282 2.30147 1.30998
C -1.37108 2.26488 0.07014
N -2.76358 2.12275 0.04918
C -3.50086 2.54434 -1.11941
S -3.28715 0.61200 0.62871
O -4.71810 0.61897 0.56868
O -2.66143 0.35624 1.88670
C -2.63448 -0.49288 -0.62232
C -3.48920 -1.00163 -1.58119
C -2.96864 -1.77386 -2.60703
C -1.60249 -2.00383 -2.67239
C -0.75434 -1.48079 -1.70899
C -1.27291 -0.72430 -0.67013
C -0.59847 2.31595 -1.08940
C 0.78042 2.29124 -1.01347
C 1.35689 -2.96804 0.55340
H 0.00646 -5.10364 -0.12960
H -1.48943 -4.16297 -0.11662
H -1.02864 -5.09413 1.30550
H -1.49023 -2.70659 2.33763
H -0.32787 -0.71821 3.17079
H 1.93192 -0.15564 2.32891
H 4.03541 -2.34168 0.41543
H 3.82049 -0.68243 1.06028
H 5.56981 -0.69521 -1.28194
H 4.76915 0.18917 -2.59633
H 5.17627 1.10827 0.30397
H 5.69399 1.91386 -1.19348
H 3.23404 2.20588 -1.59792
H 1.14406 2.27686 2.33167
H -1.33135 2.29848 2.20474
H -4.55574 2.46932 -0.86507
H -3.25168 3.58016 -1.34531
H -3.30630 1.91936 -1.99886
H -4.54460 -0.79326 -1.50009
H -3.62614 -2.18868 -3.35618
H -1.19690 -2.59680 -3.47852
H 0.30930 -1.65467 -1.75924
H -0.63450 -0.33202 0.10317
H -1.07013 2.32946 -2.05959
H 1.33222 2.27419 -1.94200
H 1.83174 -3.59297 -0.19111
*
```

Calculated total energy in eV: -56103.9144
Max |F| in eV/A: 1.20
E_HOMO in hartree: -0.3186
Relative energy (zero: lowest compared OMol25 entry of this formula, charge and spin) in kJ/mol: 24.7
Kohn-Sham gap in eV: 9.04


Here is 2 unconnected molecules or ions with the total composition C5H14 from OMol25. Energies are from ωB97M-V/def2-TZVPD.

```
! RIJCOSX wB97M-V def2-TZVPD def2/J DEFGRID3
* xyz 0 1
C -1.33762 -0.90031 0.61179
C -1.79051 0.54896 0.34621
C -1.50348 1.43041 1.56583
H -1.09711 -1.38588 -0.33130
H -2.11018 -1.48062 1.14237
H -0.54635 -1.10837 1.33741
H -1.27587 0.88786 -0.56009
H -2.80470 0.46787 -0.04393
H -0.58039 1.97365 1.39218
H -2.21164 2.27186 1.62970
H -1.57700 0.88485 2.49414
C 2.12469 -1.08508 -1.70424
C 2.08141 0.14458 -0.76099
H 2.25574 -1.95613 -1.07113
H 1.17580 -1.09824 -2.22908
H 2.94206 -0.98492 -2.40599
H 1.48982 0.05596 0.15824
H 1.74923 0.99221 -1.35454
H 3.01611 0.34134 -0.21658
*
```

Calculated total energy in eV: -5411.3773
Max |F| in eV/A: 2.16
E_HOMO in hartree: -0.4067
Relative energy (zero: lowest compared OMol25 entry of this formula, charge and spin) in kJ/mol: 64.9
Kohn-Sham gap in eV: 12.20